Record 1
{"formula": "C20H14CrFNO4Se", "method": "ωB97M-V/def2-TZVPD", "lumo_ev": [2.659, 2.584], "orbital_gap_ev": [7.208, 7.139], "multiplicity": 4, "de_lowest_kcal_mol": 0.0, "charge": -1, "e_homo_ev": [-4.549, -4.555], "elements": ["Cr", "O", "C", "O", "C", "C", "C", "C", "C", "N", "C", "O", "O", "H", "H", "H", "F", "C", "C", "C", "C", "C", "C", "C", "H", "H", "H", "H", "H", "H", "Se", "C", "C", "C", "C", "C", "C", "H", "H", "H", "H", "H"], "coordinates": [[0.90155, -0.04331, -0.44489], [4.59363, 1.37786, -1.50672], [3.45511, 1.16306, -1.12968], [2.86097, 0.02460, -1.00424], [2.56678, 2.33522, -0.72513], [2.89110, 3.67749, -0.75198], [1.92829, 4.59078, -0.32680], [0.68486, 4.14564, 0.11330], [0.44570, 2.78555, 0.10783], [1.37594, 1.94004, -0.30639], [-0.82388, 2.05787, 0.54619], [-1.78692, 2.69289, 0.93895], [-0.71689, 0.77862, 0.43349], [3.86793, 3.98210, -1.09902], [2.14986, 5.65045, -0.33687], [-0.08834, 4.81988, 0.45311], [-0.17118, 0.15284, 4.70702], [0.14166, -0.44842, 3.53225], [-0.81977, -1.25425, 2.92191], [-0.52109, -1.86823, 1.73645], [0.75421, -1.72784, 1.12860], [0.99193, -2.13121, -0.23919], [1.68823, -0.89063, 1.77547], [1.37822, -0.25673, 2.98949], [-1.79651, -1.35159, 3.37657], [-1.27424, -2.44984, 1.21998], [0.26164, -2.78400, -0.70475], [2.02260, -2.34247, -0.51118], [2.68688, -0.79999, 1.36122], [2.09734, 0.37247, 3.49743], [-0.13527, -0.13879, -2.70573], [-1.62865, -1.23922, -2.18150], [-2.66226, -0.72810, -1.39767], [-3.71654, -1.54289, -1.00488], [-3.76622, -2.87320, -1.40181], [-2.75142, -3.38173, -2.20124], [-1.69062, -2.57110, -2.58558], [-2.63053, 0.30139, -1.07545], [-4.50128, -1.13000, -0.38248], [-4.58703, -3.50795, -1.09081], [-2.78097, -4.41604, -2.52372], [-0.89484, -2.97121, -3.20154]]}

Record 2
{"formula": "C20H14F3NO3", "method": "ωB97M-V/def2-TZVPD", "lumo_ev": -3.709, "orbital_gap_ev": 2.842, "de_lowest_kcal_mol": 41.6, "e_homo_ev": -6.551, "elements": ["C", "C", "C", "N", "O", "O", "C", "C", "C", "O", "H", "H", "H", "H", "F", "C", "F", "F", "C", "C", "C", "C", "C", "C", "C", "C", "C", "C", "C", "C", "C", "H", "H", "H", "H", "H", "H", "H", "H", "H", "H"], "coordinates": [[-3.41832, -1.36344, -1.24161], [-3.81550, -2.12420, -2.31150], [-2.95514, -2.28231, -3.42972], [-3.34579, -3.06860, -4.55103], [-2.53966, -3.15986, -5.50605], [-4.45552, -3.63908, -4.56757], [-1.68808, -1.64074, -3.45041], [-1.29715, -0.87744, -2.38748], [-2.07363, -0.74940, -1.14320], [-1.59476, -0.20052, -0.12428], [-4.10843, -1.25166, -0.40653], [-4.78613, -2.63217, -2.33664], [-1.02596, -1.75719, -4.30949], [-0.32507, -0.39151, -2.41693], [-0.37618, 4.11381, 5.25782], [0.35002, 4.67190, 4.24530], [-0.37431, 5.71818, 3.75496], [1.48534, 5.18779, 4.80627], [0.68240, 3.66488, 3.16886], [0.65956, 4.01887, 1.81719], [0.90435, 3.05730, 0.84774], [1.19549, 1.69947, 1.16849], [1.41996, 0.81514, 0.07184], [1.67760, -0.57770, 0.04489], [2.27370, -1.09412, -1.15728], [2.61502, -2.43588, -1.25558], [2.43280, -3.30704, -0.16720], [1.90625, -2.79384, 1.03292], [1.47538, -1.47207, 1.13962], [1.39964, 1.42386, 2.55289], [1.06713, 2.36827, 3.52069], [0.41943, 5.03836, 1.51097], [0.88140, 3.33558, -0.20535], [1.39089, 1.28499, -0.91850], [2.50097, -0.39654, -1.97556], [3.01620, -2.81868, -2.19578], [2.68836, -4.37350, -0.25326], [1.80343, -3.45487, 1.89459], [0.97800, -1.09351, 2.04223], [1.85318, 0.47928, 2.86192], [1.10310, 2.07818, 4.57175]]}

Record 3
{"formula": "C20H14N4O3Tl", "method": "ωB97M-V/def2-TZVPD", "lumo_ev": 2.208, "orbital_gap_ev": 6.433, "de_lowest_kcal_mol": 0.5, "charge": -1, "e_homo_ev": -4.225, "elements": ["Tl", "O", "C", "C", "C", "C", "C", "C", "C", "O", "N", "N", "C", "C", "C", "C", "C", "C", "C", "O", "H", "H", "H", "H", "H", "H", "H", "H", "H", "H", "N", "C", "C", "C", "C", "N", "C", "C", "H", "H", "H", "H"], "coordinates": [[2.22225, 1.92534, -1.10611], [-2.24159, 3.99728, -0.73020], [-3.06643, 2.93844, -0.82305], [-4.44037, 3.16523, -0.71108], [-5.33231, 2.11397, -0.79937], [-4.87025, 0.81634, -0.99944], [-3.50927, 0.58963, -1.10606], [-2.58537, 1.63034, -1.02166], [-1.10979, 1.37132, -1.11393], [-0.32630, 2.39224, -1.00562], [-0.76296, 0.12911, -1.29056], [0.61227, -0.08266, -1.33115], [0.90157, -1.32436, -1.45767], [2.20995, -1.95758, -1.46868], [2.23367, -3.30396, -1.86264], [3.38950, -4.05402, -1.89879], [4.58412, -3.44128, -1.50325], [4.59887, -2.13102, -1.08996], [3.42317, -1.32377, -1.05276], [3.49326, -0.11085, -0.63898], [-1.32244, 3.60390, -0.85285], [-4.77766, 4.18265, -0.55714], [-6.39545, 2.30597, -0.71162], [-5.56746, -0.00935, -1.06707], [-3.11837, -0.40764, -1.25555], [0.05340, -2.00718, -1.56282], [1.29182, -3.76194, -2.15083], [3.37061, -5.08801, -2.21764], [5.50995, -4.00711, -1.51586], [5.52032, -1.65612, -0.77393], [-0.81667, -1.14851, 5.79118], [-0.37971, -0.66317, 4.84596], [0.17748, -0.05704, 3.66375], [-0.43617, 1.04244, 3.08103], [0.14398, 1.59392, 1.95023], [1.26056, 1.11615, 1.40334], [1.83680, 0.05165, 1.96077], [1.33500, -0.56866, 3.09255], [-1.34945, 1.45166, 3.48925], [-0.30878, 2.43336, 1.43692], [2.72178, -0.31255, 1.44747], [1.82643, -1.43416, 3.51383]]}

Record 4
{"formula": "C20H14N4O7PtS4", "method": "ωB97M-V/def2-TZVPD", "lumo_ev": 3.987, "orbital_gap_ev": 5.742, "de_lowest_kcal_mol": 13.0, "charge": -2, "e_homo_ev": -1.755, "elements": ["Pt", "O", "C", "C", "C", "C", "C", "C", "C", "O", "N", "N", "C", "C", "C", "C", "C", "C", "N", "H", "H", "H", "H", "H", "H", "H", "H", "H", "H", "O", "S", "O", "N", "C", "S", "C", "C", "C", "C", "C", "C", "H", "H", "H", "H", "O", "S", "O", "O", "S"], "coordinates": [[-0.05226, 0.54206, 0.71870], [2.45273, 5.17758, -0.67947], [3.48877, 4.29897, -0.58527], [4.79637, 4.76046, -0.74034], [5.87401, 3.90158, -0.62654], [5.66054, 2.56023, -0.34512], [4.36185, 2.10689, -0.18599], [3.25629, 2.94746, -0.31286], [1.90937, 2.30523, -0.11741], [1.92848, 1.17738, 0.47667], [0.86032, 2.93466, -0.62614], [-0.24827, 2.17528, -0.34996], [-1.44270, 2.52304, -0.65749], [-2.48898, 1.58924, -0.21038], [-3.83589, 1.77119, -0.43599], [-4.72935, 0.81649, 0.04703], [-4.25329, -0.27544, 0.73507], [-2.88376, -0.39864, 0.94712], [-2.03793, 0.50713, 0.47963], [2.82519, 6.05709, -0.80248], [4.95689, 5.81452, -0.94780], [6.87966, 4.28406, -0.75721], [6.49202, 1.87564, -0.24218], [4.15744, 1.07161, 0.04979], [-1.65727, 3.44159, -1.18994], [-4.17834, 2.63850, -0.98379], [-5.79177, 0.93512, -0.12655], [-4.90735, -1.04717, 1.11168], [-2.43587, -1.22195, 1.48474], [-4.05664, -3.16463, -0.23148], [-3.16919, -3.39657, -1.35185], [-3.76695, -4.07035, -2.48625], [-2.38283, -2.06398, -1.77173], [-1.05421, -2.18203, -1.66004], [0.05044, -1.00446, -2.02154], [-0.64531, -3.51610, -1.08403], [0.62687, -3.97967, -0.79344], [0.75739, -5.25320, -0.25793], [-0.36255, -6.04809, -0.01349], [-1.63812, -5.57985, -0.30050], [-1.74393, -4.30849, -0.82974], [1.47814, -3.33655, -0.97595], [1.74254, -5.63477, -0.01791], [-0.23460, -7.03531, 0.41491], [-2.51866, -6.17861, -0.10562], [-1.92449, 0.42725, 3.74222], [-0.46185, 0.41565, 3.81412], [0.06134, 0.11277, 5.13964], [0.15863, 1.61886, 3.25656], [0.12708, -1.09166, 2.40648]]}

Record 5
{"formula": "C20H14N5O4Y", "method": "ωB97M-V/def2-TZVPD", "lumo_ev": -7.513, "orbital_gap_ev": 7.636, "de_lowest_kcal_mol": 17.4, "charge": 2, "e_homo_ev": -15.148, "elements": ["Y", "C", "C", "C", "C", "N", "C", "C", "C", "C", "C", "C", "N", "C", "C", "C", "C", "C", "N", "H", "H", "H", "H", "H", "H", "H", "H", "H", "H", "H", "O", "C", "O", "C", "C", "N", "N", "C", "C", "O", "O", "H", "H", "H"], "coordinates": [[0.10074, 1.20635, -0.44395], [-4.24273, 1.78447, 0.84866], [-4.90538, 0.73062, 0.24153], [-4.18043, -0.15792, -0.54314], [-2.81095, 0.03080, -0.71464], [-2.17342, 1.07490, -0.12275], [-2.87760, 1.91890, 0.64196], [-1.95896, -0.87205, -1.53402], [-2.44024, -1.98988, -2.21282], [-1.55336, -2.76231, -2.94806], [-0.21039, -2.42096, -2.99331], [0.22477, -1.29423, -2.29825], [-0.65030, -0.55193, -1.59161], [1.63815, -0.83436, -2.27499], [2.65797, -1.49982, -2.95054], [3.95917, -1.01753, -2.88538], [4.21527, 0.11795, -2.13405], [3.15751, 0.73635, -1.48166], [1.89762, 0.28532, -1.54926], [-4.76826, 2.49546, 1.46588], [-5.96848, 0.60083, 0.37299], [-4.69677, -0.97854, -1.01116], [-2.32831, 2.73556, 1.10476], [-3.48093, -2.26061, -2.18215], [-1.90901, -3.62598, -3.48729], [0.46978, -3.02582, -3.56588], [2.46079, -2.38430, -3.53143], [4.75517, -1.51958, -3.41375], [5.21172, 0.52499, -2.05606], [3.33019, 1.62968, -0.88492], [2.22360, 2.25967, 4.99000], [1.80043, 1.03039, 4.93568], [1.78962, 0.26707, 5.85851], [1.27983, 0.50657, 3.60778], [0.89787, -0.82386, 3.47012], [0.47538, -0.99860, 2.21771], [0.55330, 0.14295, 1.50362], [1.04500, 1.07744, 2.34684], [1.23326, 2.50273, 1.83648], [1.77123, 3.32300, 2.53875], [0.77395, 2.69289, 0.64264], [2.16431, 2.80638, 4.16845], [0.92025, -1.59793, 4.21454], [0.14862, -1.86507, 1.80420]]}

Record 6
{"formula": "C20H15AsMnN3O10S", "method": "ωB97M-V/def2-TZVPD", "lumo_ev": [-3.843, -1.661], "orbital_gap_ev": [5.277, 7.486], "multiplicity": 5, "e_homo_ev": [-9.121, -9.147], "elements": ["Mn", "O", "As", "O", "O", "C", "C", "C", "C", "C", "C", "S", "O", "O", "O", "H", "H", "H", "H", "H", "O", "C", "C", "C", "C", "C", "C", "C", "O", "N", "O", "O", "H", "H", "H", "H", "N", "C", "N", "C", "C", "C", "C", "C", "C", "H", "H", "H", "H", "H", "H"], "coordinates": [[-12.84924, -11.09310, -7.21385], [-17.50148, -9.93262, -7.40379], [-15.70835, -9.72799, -7.72443], [-15.19737, -8.15485, -7.58200], [-14.98959, -11.01908, -6.90440], [-16.02716, -10.46576, -9.55511], [-17.29704, -10.30100, -10.06446], [-17.60894, -10.69585, -11.36029], [-16.65827, -11.44444, -12.09030], [-15.47802, -11.77348, -11.51047], [-15.07424, -11.17175, -10.28530], [-13.29792, -11.25285, -9.95368], [-12.74908, -11.17818, -11.30078], [-13.00639, -10.04382, -9.06993], [-12.98461, -12.47978, -9.15505], [-17.73249, -9.71461, -6.45360], [-18.01432, -9.72741, -9.43908], [-18.61669, -10.57926, -11.81576], [-16.80861, -11.72177, -13.11273], [-14.82228, -12.51181, -11.96254], [-10.81702, -11.25789, -7.18919], [-9.98669, -10.98772, -6.27342], [-10.20852, -10.27489, -5.06374], [-9.19088, -10.16091, -4.15769], [-9.32419, -9.36078, -3.03983], [-10.56075, -8.78526, -2.65534], [-11.60883, -8.89449, -3.57086], [-11.51783, -9.67510, -4.73817], [-12.54768, -9.91127, -5.44056], [-8.10285, -9.21279, -2.28005], [-8.26743, -9.00393, -1.06836], [-7.02620, -9.38197, -2.90028], [-8.97443, -11.45892, -6.34659], [-8.24889, -10.67987, -4.33577], [-10.63160, -8.14664, -1.74840], [-12.57881, -8.54636, -3.24551], [-14.63358, -13.93784, -4.58517], [-14.22096, -12.69759, -5.01844], [-13.14426, -12.79114, -5.81517], [-12.80034, -14.12875, -5.91274], [-11.65037, -14.73919, -6.37365], [-11.51236, -16.15291, -6.14837], [-12.41515, -16.84571, -5.30744], [-13.50616, -16.19062, -4.73034], [-13.72937, -14.86583, -5.07313], [-15.56680, -14.23234, -4.14674], [-14.73842, -11.80833, -4.77020], [-10.86174, -14.11253, -6.78249], [-10.66256, -16.69559, -6.55319], [-12.33118, -17.92302, -5.11949], [-14.07582, -16.65069, -3.92217]]}